84
Properties=species:S:1:pos:R:3 method="wB97M-V/def2-TZVPD" gap_ha="0.324 / 0.253" total_charge=+1 spin_multiplicity=2 relative_energy_ev=0.033 s_squared=0.760 e_lumo_ev="-2.0 / -4.1"
H 0.8643 0.3410 -2.9668
C -0.1991 -2.4039 -3.6581
H 0.2921 2.6648 -1.0080
C 3.1647 -3.8608 0.5266
C -1.5774 -0.9606 4.3827
C -1.2746 0.5448 -2.9156
H 0.5477 -5.7092 -3.6226
C -4.7212 2.0383 3.1947
H 2.1042 -2.1188 4.5808
H 1.1755 2.1418 -4.6309
C 1.9125 -3.9739 1.1077
H -1.3217 -3.3218 -0.6008
H -6.6659 1.6107 2.4038
P -1.1286 0.4913 1.9934
C 3.4449 -2.7121 -0.1951
Br 1.4401 -5.5088 2.1015
C -0.3865 -4.6404 -2.0132
C -5.6782 -2.4878 -1.6135
H -5.5172 -2.6077 -3.7493
H -3.2682 -1.5835 -3.8073
H -3.3595 1.0614 -2.9793
H -0.4653 -5.5087 -1.3709
H 2.6444 -0.8144 -0.8542
O -3.2494 -0.8757 0.6318
C -3.7965 -1.6887 -2.8674
H 4.4133 -2.5748 -0.6549
C -3.8216 0.0935 1.4199
C -2.3675 1.2914 -3.3484
C 0.1821 1.8981 -4.2770
H -1.6415 3.0508 0.8807
H 1.7428 3.7751 4.4033
H -5.5775 -2.2428 0.5167
H -0.7779 3.4128 -5.4527
C -3.3683 1.7636 3.1026
C -0.6762 -0.5752 3.3946
C -0.7539 -2.2838 -2.3895
C 1.0736 -1.7917 4.5245
H -6.6271 -3.0060 -1.5767
C 0.6522 -1.0016 3.4682
C -0.9150 2.6180 -4.7315
P -1.4402 -0.7526 -1.6596
H 0.9033 5.6890 3.0871
C 0.2686 -3.6373 -4.0942
C 2.4703 -1.7348 -0.3136
C -5.6102 1.3782 2.3621
H -2.6583 2.3098 3.7102
Cu -0.0740 -0.1181 0.0608
H -5.0779 2.7800 3.8965
C -5.1719 0.4115 1.4697
C 0.9936 -2.9522 0.9567
H 3.8952 -4.6497 0.6404
C 0.1840 -4.7512 -3.2749
H 0.0186 -3.0094 1.4245
C 0.5157 2.3385 3.3969
H -1.8522 -2.0494 6.2056
H -0.1401 -1.5477 -4.3153
H -2.6118 -0.6494 4.3285
H 0.6934 -3.7242 -5.0860
C 0.0074 0.8757 -3.3601
C -0.8998 3.2127 1.6560
C -0.4212 4.4881 1.9018
O 1.3294 0.9867 -0.3178
C -0.4426 2.1306 2.4112
C -3.8866 -1.3772 -0.4825
N 1.2681 -1.8553 0.2529
H -0.7856 5.3235 1.3177
H 1.5461 2.9530 0.2186
C 1.2766 2.3367 -0.6498
H 0.5060 -2.7830 6.3362
C -5.1012 -2.0467 -0.4340
C -5.0469 -2.2801 -2.8320
C 1.0003 3.6184 3.6317
C -3.2002 -1.2440 -1.6912
C 0.5305 4.6921 2.8918
C -0.8545 -3.4146 -1.5763
H -5.8859 -0.0744 0.8243
H 0.8790 1.5109 3.9904
H 2.0191 2.5541 -1.4289
C -2.1837 2.3248 -4.2558
H 1.3503 -0.6940 2.6978
H -3.0349 2.9021 -4.5926
C 0.1720 -2.1683 5.5108
C -1.1494 -1.7546 5.4374
C -2.9075 0.8030 2.2073


91
Properties=species:S:1:pos:R:3 method="wB97M-V/def2-TZVPD" gap_ha="0.236 / 0.245" total_charge=+2 spin_multiplicity=2 relative_energy_ev=1.451 s_squared=0.784 e_lumo_ev="-6.5 / -6.3"
H -0.5246 -0.0168 -4.2965
H -0.5020 3.0566 -6.6865
V 0.3002 -1.6071 0.6388
C -1.1440 0.1180 2.7841
H -4.2324 1.1866 -0.5403
H -0.7458 5.0798 -4.4787
H -3.0344 -1.2533 -3.8480
H -0.2895 -5.0449 5.7853
C -1.6977 -0.7227 4.9553
H 4.0920 2.3483 1.5407
H 1.7230 2.2524 5.1509
C -2.4278 -1.7008 -0.5327
H 0.4065 1.7276 -5.9649
H 1.3458 -0.0723 6.0066
H -0.8489 6.0072 -1.6145
C 0.3568 -1.3890 -2.2345
H -2.6074 3.8912 -5.5980
C -0.1028 0.7919 -1.0285
N 3.3895 -0.4040 -0.9970
H -1.9739 -2.8403 -2.2992
H -3.1771 -0.4148 1.0189
C 3.0460 0.5239 1.0369
C -0.2049 4.4229 -0.3269
C -3.6300 0.1044 -2.2929
C 1.7771 -0.9458 4.0912
H 4.6786 -0.4661 -3.1220
C 3.7263 -1.5750 -1.6462
C -1.5432 4.6459 -3.8702
C -0.0392 3.0814 -0.1320
N 4.3783 -1.3719 -2.8025
H 0.9157 -6.3586 3.9606
C 3.9464 1.6837 0.6974
H 1.6762 -4.3340 0.2501
N -0.5467 -1.0091 2.4364
C 1.6318 0.1105 4.9801
H -1.4121 -3.5344 -0.0785
C 0.2049 -4.3245 3.7988
C -1.7338 0.2981 4.0387
S 3.3843 -3.0935 -1.0846
C 1.8601 1.3918 4.5096
H -2.1560 -0.6113 5.9301
H 3.5470 2.2707 -0.1354
H 0.2934 2.6875 0.8184
H 0.5312 3.3528 -5.2832
H 1.8975 -6.3612 1.6742
C -1.6413 -2.5691 0.3687
C 0.1312 -3.2382 2.9291
H 3.8681 0.4386 -1.2856
C -0.4867 0.5952 -3.4030
C 2.2993 1.5550 3.2045
H 1.6032 -1.9646 4.4245
H -2.2349 5.4567 -3.6437
C -3.1182 -0.5834 -0.0500
C -0.9700 4.1068 -2.5870
N 0.6457 -3.2647 1.6707
N -0.8643 1.8545 -3.5181
C -0.1513 2.6381 -5.7441
H 4.9344 1.3132 0.4113
C -3.0393 -1.0561 -2.7836
C -0.6895 4.9397 -1.5277
C 0.8502 -5.4852 3.3242
C 1.2662 -4.3588 1.2526
C -3.7066 0.3184 -0.9149
O 0.5644 -2.0315 -3.2129
F 0.0856 5.2671 0.6653
C -0.2930 2.2146 -1.2030
C -1.3463 2.3449 -4.8434
H 2.5168 2.5455 2.8307
H -2.0947 -2.6927 1.3490
C -4.0833 1.1133 -3.2095
N -4.3445 1.9543 -3.9479
H -3.1453 3.2177 -4.0699
N 2.8285 -0.4505 0.2397
H -1.1655 0.9013 2.0382
C -0.7185 2.7254 -2.4412
C -0.0884 0.0220 -2.2098
C -2.2622 3.5381 -4.6276
C -0.5093 -2.0281 3.3412
C 1.3848 -5.4924 2.0605
H -1.3801 -2.9686 6.4991
H -1.9319 1.5305 -5.2705
C -1.0627 -1.9333 4.6177
C -2.4440 -1.9453 -1.9081
C 2.4556 0.4315 2.3991
H 4.6602 -2.1788 -3.3327
C -0.3597 -4.2007 5.1118
C -0.9641 -3.0571 5.5039
N 2.1356 -0.7966 2.8210
O 0.5122 -1.8770 -0.9650
O 0.0349 0.3313 0.1574
H -2.2155 1.2373 4.2694


87
Properties=species:S:1:pos:R:3 method="wB97M-V/def2-TZVPD" gap_ha="0.252 / 0.214" total_charge=+2 spin_multiplicity=3 relative_energy_ev=1.757 s_squared=2.020 e_lumo_ev="-5.4 / -5.7"
H 4.8555 1.5193 4.0077
C -1.9601 2.1468 -1.7236
C -2.6584 3.1986 -2.3430
C -1.4805 1.1034 -2.5247
N -2.4617 2.1057 -4.4363
H -0.8986 -0.2497 -5.3073
H 3.3567 -1.0133 -5.1755
C 0.7327 5.5622 -1.0463
H -0.3627 -2.1491 -3.3844
C -3.2842 4.3451 -1.5809
H 1.5288 -2.6558 -4.8904
H 4.1966 -1.6328 0.9402
C 5.3189 2.9546 0.0699
C 2.5809 0.3287 -3.6928
H -2.0886 -1.0625 -4.2727
H -1.9628 4.7351 3.9649
H 4.0287 -0.1412 -1.8302
H -4.1543 3.9971 -1.0183
N 1.1644 -1.6980 -0.0985
H -3.2310 3.9947 -4.2511
C 0.4618 -1.4591 -3.4718
H -0.0504 -4.5748 -1.3660
C 1.7927 1.5118 2.6274
C 3.4895 1.7502 -0.9498
H 2.3124 -5.3066 -0.8982
C 1.9839 -4.3019 -0.6714
W 0.3618 0.2935 0.2534
C 0.9744 4.2315 -0.7386
C 5.7221 0.8301 -0.9689
H 3.3193 3.6863 -0.0163
N -1.1025 1.7635 0.5747
I -1.3658 -0.9098 2.2500
C 1.2234 3.3108 -1.7532
C -1.8502 -0.1386 -4.7933
H 0.5770 6.2805 -0.2512
H 3.8498 -3.6993 0.1881
H 2.6537 2.7476 4.1197
C 0.3154 -2.6142 -0.6340
H 1.3299 3.0114 -3.8853
C 4.1398 0.1762 2.5200
C -2.0415 2.6855 4.5872
C -1.5655 3.4047 2.3383
C 6.1959 1.9399 -0.2809
C 0.8772 5.0420 -3.3914
C 2.8063 1.9164 3.4482
C 1.1586 3.7197 -3.0842
C -1.9621 2.2285 -0.2650
H 0.8307 5.3547 -4.4258
C 1.5591 0.5864 -2.7867
C 0.4635 -0.2746 -2.7756
C -1.8832 1.0484 -3.8736
H -3.6564 5.0747 -2.3027
C -1.8636 3.7025 3.6611
H -1.8334 5.5621 -1.1136
C 1.5266 -1.7336 -4.3259
C 3.9765 2.8662 -0.2708
H -0.6914 -2.2612 -0.8236
H -2.8150 2.7544 0.1492
C -2.7849 3.1641 -3.7157
C 3.0549 -0.1915 1.7119
C -1.9244 1.3561 4.1975
C -1.4335 2.0805 1.9438
H 7.2472 2.0220 -0.0401
C 2.5523 -0.8171 -4.4805
H 3.4355 0.9924 -3.7377
H -2.6141 0.0426 -5.5451
H 5.0614 -0.3852 2.4528
C 2.3882 -2.1218 0.2246
H 5.6810 3.8304 0.5913
H 0.5017 7.0070 -2.6163
H 0.8415 2.0232 2.6353
N 1.8941 0.4816 1.7422
C 0.6840 5.9683 -2.3736
H 6.4058 0.0476 -1.2728
H -2.0743 0.5594 4.9128
H -1.4469 4.1881 1.5989
H 0.9863 3.9112 0.2990
C -1.6174 1.0724 2.8796
H -2.2790 2.9190 5.6155
C 4.3781 0.7320 -1.2935
C 0.6745 -3.8993 -0.9363
P 1.6995 1.6198 -1.2984
N 3.2611 -1.2635 0.8659
O -2.4076 4.9485 -0.6437
O -0.6559 0.0791 -1.9423
C 2.8415 -3.4112 -0.0767
C 4.0212 1.2321 3.3829


Number 1: electronic energy -6723.7248 hartree. Number 2: electronic energy -3726.9450 hartree. Number 3: electronic energy -2751.4070 hartree.